# 1
Density functional theory data (ωB97M-V/def2-TZVPD) for 3 unconnected molecules or ions with the total composition C5H13NO.

XYZ file:
```
20
Properties=species:S:1:pos:R:3:forces:R:3
O 0.55569 -1.08420 -1.31445 0.186 0.082 0.170
N 2.73264 -0.47757 -1.03923 -0.149 0.035 0.077
C -1.39507 0.13091 -0.11099 -0.185 0.180 -0.056
C 1.56981 -0.96217 -0.52860 -0.151 0.189 -0.037
C 1.09013 0.80682 0.98013 -0.006 -0.267 -0.201
C -2.17437 -0.77891 0.80033 -0.040 0.006 -0.012
C -1.95415 1.12164 -0.81183 0.082 -0.204 0.115
H 0.43047 1.25623 1.72867 0.008 -0.001 -0.023
H 1.92653 0.35259 1.51456 0.019 0.022 -0.014
H -3.24311 -0.54841 0.80104 0.054 0.004 -0.014
H 3.46127 -0.24086 -0.38258 -0.071 -0.046 -0.027
H -2.05404 -1.82628 0.50633 -0.002 0.054 0.007
H 2.63925 0.15202 -1.82371 -0.026 -0.044 0.047
H 1.45455 1.58831 0.30954 0.015 0.015 0.020
H 1.67187 -1.61023 0.33857 -0.013 0.063 -0.009
H -3.02151 1.33044 -0.78300 0.021 -0.037 0.013
H -1.35726 1.76693 -1.44828 0.008 -0.020 0.028
H -0.17559 0.29408 0.28813 0.132 -0.088 -0.106
H -1.80848 -0.69872 1.82887 -0.004 0.008 -0.056
H -0.34862 -0.57264 -0.85351 0.122 0.052 0.079
```
Forces are in eV/Å.

* calculated total energy: -328.1312 hartree
* charge: 0
* relative energy (zero: lowest compared OMol25 entry of this formula, charge and spin): 117.78 kcal per mole

---

# 2
Density functional theory data (ωB97M-V/def2-TZVPD) for 3 unconnected molecules or ions with the total composition C5H13NO in a non-equilibrium geometry.

XYZ file:
```
20
Properties=species:S:1:pos:R:3:forces:R:3
O -0.77844 -3.19329 -2.75988 0.087 0.282 0.009
N 0.28981 1.07626 1.28714 -0.556 -0.416 0.743
C -0.06555 -0.67685 -2.45070 0.848 0.926 1.413
C 1.64893 1.27460 1.65408 0.529 -1.194 -1.280
C -0.54825 2.06123 1.91379 0.227 0.571 -1.533
C -0.90518 -1.29367 -0.16169 0.507 -0.321 -0.571
C -0.33999 -0.36417 -1.19083 -0.281 -0.786 -0.038
H -0.03769 3.03450 1.97664 -0.067 -0.170 0.748
H -0.43457 -1.71589 -2.78011 -0.564 -1.109 -0.579
H 2.01802 2.25719 1.38669 0.132 0.601 0.308
H -0.05202 -1.54377 0.47818 -0.313 0.151 0.494
H 0.71402 -0.16234 -3.00036 -0.189 0.022 -0.355
H 1.84419 1.04090 2.71229 -0.341 0.354 0.108
H -1.44567 2.27289 1.32541 -0.127 -0.472 0.012
H -1.17077 -2.23551 -0.63167 -0.211 -0.040 -0.210
H 2.24501 0.54454 1.09654 0.076 0.079 0.083
H -1.73559 -0.87210 0.39132 0.071 0.091 0.270
H -0.87541 1.61641 2.85820 0.068 0.254 0.316
H -0.30396 -3.71301 -3.43189 0.029 0.481 0.185
H -0.06689 0.59209 -0.67315 0.075 0.697 -0.124
```
Forces are in eV/Å.

* calculated total energy: -327.9770 hartree
* charge: 0
* relative energy (zero: lowest compared OMol25 entry of this formula, charge and spin): 214.52 kcal per mole

---

# 3
Density functional theory data (ωB97M-V/def2-TZVPD) for 2 unconnected molecules or ions with the total composition C5H13NO in a non-equilibrium geometry.

XYZ file:
```
20
Properties=species:S:1:pos:R:3:forces:R:3
O 5.18147 1.06910 0.63997 -0.170 0.048 -0.034
N 1.01376 -0.57505 -0.69129 0.407 0.800 0.345
C -0.29542 -0.05587 -0.19446 0.136 0.060 -0.477
C -2.75781 -0.70270 -0.47187 -0.420 0.350 -0.210
C -0.21419 0.50360 1.23299 -0.125 -0.729 -0.704
C -1.33815 -1.16467 -0.36716 -0.045 0.337 0.614
C -3.19702 0.54726 -0.50229 0.052 0.254 0.198
H 1.38784 0.12800 -1.32366 -0.222 -0.220 -0.420
H -0.20584 -0.32801 1.93453 0.180 -0.044 0.200
H 0.70145 1.07490 1.32635 0.040 0.307 0.236
H 4.87595 0.15645 0.59974 0.016 0.080 -0.010
H -1.08444 -1.71715 -1.26569 0.063 -0.247 -0.078
H -1.08639 1.10128 1.45755 -0.104 0.283 0.123
H 4.40807 1.60770 0.43047 0.155 -0.131 0.040
H -0.56756 0.76029 -0.87469 -0.043 -0.052 0.111
H -2.53338 1.39619 -0.39073 -0.050 0.053 -0.037
H -4.25517 0.76890 -0.60652 0.152 -0.049 -0.024
H -1.24888 -1.84007 0.49700 0.005 -0.140 -0.297
H 1.71100 -0.48823 0.04451 -0.205 -0.498 0.341
H -3.53884 -1.44059 -0.60072 0.177 -0.462 0.081
```
Forces are in eV/Å.

* calculated total energy: -328.2638 hartree
* structure (SMILES): C=CC[C@@H](C)N.O
* charge: 0
* relative energy (zero: lowest compared OMol25 entry of this formula, charge and spin): 34.52 kcal per mole

---

# 4
Density functional theory data (ωB97M-V/def2-TZVPD) for 2 unconnected molecules or ions with the total composition C5H13NO in a non-equilibrium geometry.

XYZ file:
```
20
Properties=species:S:1:pos:R:3:forces:R:3
O -0.14138 -1.68834 -2.41681 0.054 -0.257 1.843
N 0.54542 -0.80170 0.53259 -0.363 0.112 1.234
C -0.06784 0.31378 -0.15352 0.173 -0.498 1.789
C -0.26890 -1.27303 1.72176 -0.108 1.479 0.196
C 0.55507 1.27551 -0.77191 3.159 3.902 -1.957
C -0.44188 -0.13678 2.82389 -1.566 -0.815 1.374
C 0.01941 2.49306 -1.64923 0.255 0.854 1.392
H 0.78160 3.22695 -2.10221 -0.361 -1.195 1.587
H -1.46957 0.27150 2.94422 -0.204 -1.345 0.108
H -0.85387 -2.30461 -2.13182 0.802 0.633 -0.319
H -0.74472 3.14145 -1.10893 0.782 -0.966 -0.744
H 1.69073 1.45773 -0.73217 -1.557 -1.295 0.100
H -0.12144 0.84326 2.61503 1.925 0.960 -0.927
H -0.34838 2.15335 -2.57722 -1.218 -0.825 -0.847
H -1.12372 0.43254 0.02129 -0.503 -0.614 -0.412
H -1.26476 -1.64922 1.34000 1.167 0.383 0.541
H 0.27369 -2.06008 2.26249 -0.203 -0.107 -0.754
H 0.30306 -1.43091 -1.54476 -0.855 -0.609 -1.618
H 1.49652 -0.60654 0.91153 -0.948 0.113 -0.890
H -0.08125 -0.39203 3.88293 -0.433 0.090 -1.695
```
Forces are in eV/Å.

* calculated total energy: -328.2174 hartree
* structure (SMILES): C/C=C/NCC.O
* charge: 0
* relative energy (zero: lowest compared OMol25 entry of this formula, charge and spin): 63.67 kcal per mole

---

Summary of highest occupied orbital energy in eV
-7.564, -7.302, -9.733, -8.554
(order as listed above)
Summary of frontier orbital gap in eV
8.5, 3.4, 10.3, 9.5
(order as listed above)